(1)
DFT (ωB97M-V with the def2-TZVPD basis set) results for 2 unconnected molecules or ions with the total composition C4H14N3 in a non-equilibrium geometry.

## Properties
net charge = +1
highest occupied orbital energy = -14.2 eV
gap between HOMO and LUMO = 10.07 eV
ΔE to the lowest compared entry with this formula, charge and spin = 94.6 kcal per mole
max |F| = 4.320 eV Å⁻¹
2S+1 = 1

Each atom is followed by the atoms it is bonded to, with distances in Å.
Atoms and positions in Å:
1 N -0.959 0.787 -0.223  N2 1.233, C5 1.438, C6 1.405
2 N -1.817 0.357 -0.997  N1 1.233, H9 1.044
3 N -2.146 -1.604 -0.554  H15 1.040, H18 1.068, H21 1.029
4 C 1.247 -0.112 0.389  C6 1.515, C7 1.528, H8 1.074, H14 1.104
5 C -1.225 1.552 0.965  N1 1.438, H17 1.093, H19 1.086, H20 1.123
6 C 0.374 0.599 -0.625  N1 1.405, C4 1.515, H10 1.045, H16 1.176
7 C 2.671 -0.320 -0.124  C4 1.528, H11 1.129, H12 1.083, H13 1.073
8 H 0.937 -1.140 0.367  C4 1.074
9 H -1.416 0.092 -1.923  N2 1.044
10 H 0.738 1.513 -0.978  C6 1.045
11 H 3.189 0.636 -0.430  C7 1.129
12 H 2.708 -0.852 -1.067  C7 1.083
13 H 3.122 -0.815 0.714  C7 1.073
14 H 1.161 0.315 1.403  C4 1.104
15 H -3.115 -1.964 -0.670  N3 1.040
16 H 0.566 -0.100 -1.551  C6 1.176
17 H -2.243 1.930 0.843  C5 1.093
18 H -1.893 -1.886 0.445  N3 1.068
19 H -1.196 0.850 1.793  C5 1.086
20 H -0.595 2.457 1.180  C5 1.123
21 H -1.577 -2.000 -1.314  N3 1.029

Here are the Löwdin charges for atoms 1 to 8, given in e: -0.266 0.164 0.073 -0.244 0.018 -0.197 -0.091 0.098

---

(2)
DFT (ωB97M-V with the def2-TZVPD basis set) results for 3 unconnected molecules or ions with the total composition C25H32F16N5O3S in a non-equilibrium geometry.

## Properties
net charge = +1
highest occupied orbital energy = -10.4 eV
gap between HOMO and LUMO = 6.62 eV
max |F| = 1.153 eV Å⁻¹
2S+1 = 1

Each atom is followed by the atoms it is bonded to, with distances in Å.
Atoms and positions in Å:
1 S 7.179 0.765 5.325  C38 1.740, C43 1.806
2 F -9.848 -0.222 -2.668  C48 1.352
3 F -1.468 -0.026 -0.569  C47 1.372
4 F -1.800 -0.801 -2.585  C47 1.351
5 F -10.451 5.373 -0.593  C34 1.352
6 F -0.707 1.650 -2.475  C45 1.358
7 F -5.639 -0.076 -5.392  C35 1.347
8 F -11.013 3.342 -1.163  C34 1.346
9 F -8.356 3.701 -0.292  C27 1.350
10 F -5.272 0.954 -2.907  C40 1.342
11 F -3.569 -0.392 -4.757  C35 1.349
12 F -2.725 1.760 -3.306  C45 1.341
13 F -9.095 1.792 -2.265  C48 1.349
14 F -6.524 -0.815 -2.922  C40 1.357
15 F -9.162 4.501 1.577  C27 1.365
16 F -10.936 0.735 -0.359  C44 1.343
17 F -9.523 -0.881 -0.040  C44 1.353
18 O -4.471 -1.014 -2.167  C40 1.375, C41 1.415
19 O -8.881 1.154 0.470  C42 1.418, C44 1.375
20 O 8.968 1.347 7.139  C32 1.363, C38 1.349
21 N 3.461 -6.050 -3.107  C39 1.304, H54 1.012, H75 1.009
22 N 8.902 3.527 7.399  N24 1.389, C32 1.280
23 N 5.326 -4.829 -2.493  C39 1.368, C49 1.498, H76 1.016
24 N 7.949 3.174 6.451  N22 1.389, C38 1.288
25 N 3.277 -3.731 -2.896  C30 1.515, C39 1.374, H67 1.018
26 C 2.233 -2.071 -1.436  C30 1.453, C31 1.198
27 C -9.400 3.623 0.560  F9 1.350, F15 1.365, C34 1.531, C42 1.537
28 C 5.778 1.196 0.975  C33 1.540, C46 1.532, H51 1.097, H73 1.091
29 C 4.889 -1.559 -0.606  C37 1.542, C50 1.545, H77 1.091, H81 1.092
30 C 3.116 -3.225 -1.477  N25 1.515, C26 1.453, C50 1.545, H57 1.098
31 C 1.498 -1.126 -1.400  C26 1.198, H52 1.067
32 C 9.476 2.444 7.766  O20 1.363, N22 1.280, H82 1.075
33 C 6.303 1.094 2.420  C28 1.540, C36 1.530, H62 1.090, H78 1.092
34 C -10.675 4.126 -0.122  F5 1.352, F8 1.346, C27 1.531, H68 1.093
35 C -4.851 -0.745 -4.530  F7 1.347, F11 1.349, C40 1.532, H60 1.092
36 C 5.522 1.994 3.379  C33 1.530, C43 1.549, H66 1.091, H72 1.092
37 C 4.466 -0.989 0.763  C29 1.542, C46 1.532, H65 1.093, H74 1.092
38 C 8.031 1.894 6.337  S1 1.740, O20 1.349, N24 1.288
39 C 4.005 -4.894 -2.843  N21 1.304, N23 1.368, N25 1.374
40 C -5.253 -0.374 -3.099  F10 1.342, F14 1.357, O18 1.375, C35 1.532
41 C -3.683 -0.290 -1.242  O18 1.415, C47 1.537, H53 1.089, H61 1.090
42 C -9.439 2.229 1.208  O19 1.418, C27 1.537, H55 1.090, H69 1.089
43 C 5.692 1.692 4.888  S1 1.806, C36 1.549, H58 1.090, H63 1.088
44 C -9.632 0.416 -0.413  F16 1.343, F17 1.353, O19 1.375, C48 1.530
45 C -2.027 1.518 -2.186  F6 1.358, F12 1.341, C47 1.530, H56 1.093
46 C 4.412 0.542 0.748  C28 1.532, C37 1.532, H70 1.093, H71 1.092
47 C -2.261 0.093 -1.682  F3 1.372, F4 1.351, C41 1.537, C45 1.530
48 C -9.076 0.513 -1.836  F2 1.352, F13 1.349, C44 1.530, H64 1.082
49 C 5.660 -3.785 -1.472  N23 1.498, C50 1.549, H79 1.088, H80 1.089
50 C 4.487 -3.039 -0.789  C29 1.545, C30 1.545, C49 1.549, H59 1.090
51 H 6.503 0.678 0.336  C28 1.097
52 H 0.757 -0.363 -1.318  C31 1.067
53 H -3.541 -0.986 -0.416  C41 1.089
54 H 4.011 -6.892 -3.001  N21 1.012
55 H -10.431 1.989 1.590  C42 1.090
56 H -2.293 2.251 -1.420  C45 1.093
57 H 2.590 -4.027 -0.943  C30 1.098
58 H 4.844 1.096 5.224  C43 1.090
59 H 4.373 -3.447 0.216  C50 1.090
60 H -4.961 -1.820 -4.686  C35 1.092
61 H -4.217 0.566 -0.829  C41 1.090
62 H 7.335 1.444 2.397  C33 1.090
63 H 5.636 2.627 5.442  C43 1.088
64 H -8.058 0.149 -1.872  C48 1.082
65 H 5.218 -1.335 1.477  C37 1.093
66 H 5.808 3.030 3.190  C36 1.091
67 H 2.345 -3.903 -3.266  N25 1.018
68 H -11.505 4.163 0.589  C34 1.093
69 H -8.790 2.314 2.078  C42 1.089
70 H 4.017 0.875 -0.216  C46 1.093
71 H 3.697 0.889 1.498  C46 1.092
72 H 4.455 1.923 3.158  C36 1.092
73 H 5.789 2.237 0.647  C28 1.091
74 H 3.512 -1.420 1.071  C37 1.092
75 H 2.502 -6.156 -3.403  N21 1.009
76 H 5.874 -4.663 -3.332  N23 1.016
77 H 4.517 -0.942 -1.427  C29 1.091
78 H 6.281 0.045 2.719  C33 1.092
79 H 6.349 -3.092 -1.951  C49 1.088
80 H 6.235 -4.279 -0.690  C49 1.089
81 H 5.978 -1.497 -0.654  C29 1.092
82 H 10.275 2.329 8.476  C32 1.075

Here are the Löwdin charges for atoms 1 to 8, given in e: 1.010 0.107 0.080 0.126 0.101 0.086 0.115 0.100

---

(3)
DFT (ωB97M-V with the def2-TZVPD basis set) results for 11 unconnected molecules or ions with the total composition C20H62N2O11 in a non-equilibrium geometry.

## Properties
highest occupied orbital energy = -8.7 eV
gap between HOMO and LUMO = 8.84 eV
ΔE to the lowest compared entry with this formula, charge and spin = 5.7 kcal per mole
structure (SMILES) = NC(N)=O.CCO.CCO.CCO.CCO.CCO.CCO.CCO.CCO.CCO.CO
max |F| = 7.933 eV Å⁻¹
2S+1 = 1

Each atom is followed by the atoms it is bonded to, with distances in Å.
Atoms and positions in Å:
1 O 2.677 12.034 -13.996  C30 1.405, H40 0.945
2 O 3.243 8.292 -15.192  C20 1.369, H92 0.915
3 O 4.099 14.903 -12.004  C31 1.432, H79 0.937
4 O 1.179 12.404 -16.200  C22 1.344, H81 1.006
5 O 7.508 12.225 -16.629  C26 1.433, H89 0.924
6 O 5.213 9.847 -10.032  C14 1.366, H69 0.957
7 O 6.631 11.770 -11.663  C18 1.426, H34 0.978
8 O 0.468 13.002 -12.433  C16 1.447, H35 0.959
9 O 2.338 8.332 -12.319  C17 1.431, H59 0.966
10 O 3.738 14.748 -9.018  C21 1.372
11 O 7.831 11.202 -14.217  C27 1.356, H42 0.993
12 N 1.990 13.292 -8.322  C21 1.315, H47 1.038, H74 1.055
13 N 2.073 14.041 -10.417  C21 1.294, H55 1.023, H76 1.039
14 C 5.284 8.661 -10.705  O6 1.366, C23 1.527, H61 1.042, H66 1.069
15 C 6.239 12.527 -9.427  C18 1.498, H38 1.074, H75 1.074, H78 1.057
16 C -0.368 11.839 -12.225  O8 1.447, C25 1.516, H51 1.129, H56 1.098
17 C 1.341 7.365 -12.660  O9 1.431, C24 1.483, H65 1.128, H87 1.097
18 C 7.017 12.737 -10.689  O7 1.426, C15 1.498, H36 1.075, H88 1.102
19 C 1.092 9.003 -16.023  C20 1.543, H57 1.102, H72 1.029, H73 1.088
20 C 2.625 9.185 -16.026  O2 1.369, C19 1.543, H58 1.124, H67 1.091
21 C 2.604 14.007 -9.238  O10 1.372, N12 1.315, N13 1.294
22 C -0.132 12.523 -15.930  O4 1.344, C28 1.547, H83 1.067, H90 1.099
23 C 6.730 8.205 -10.524  C14 1.527, H41 1.162, H44 1.085, H48 1.051
24 C 1.382 6.137 -11.829  C17 1.483, H50 1.111, H52 1.127, H54 1.093
25 C 0.508 10.603 -12.163  C16 1.516, H64 1.088, H82 1.047, H94 1.071
26 C 6.180 11.823 -16.989  O5 1.433, C33 1.578, H62 1.098, H63 1.055
27 C 7.980 9.859 -14.103  O11 1.356, C32 1.534, H80 1.148, H91 1.060
28 C -0.904 12.159 -17.220  C22 1.547, H43 1.055, H71 1.057, H84 1.052
29 C 4.594 16.400 -13.869  C31 1.559, H45 1.061, H70 1.080, H85 1.137
30 C 3.605 11.429 -13.131  O1 1.405, H46 1.099, H60 1.099, H68 1.056
31 C 4.104 14.985 -13.433  O3 1.432, C29 1.559, H86 1.082, H95 1.088
32 C 6.705 9.157 -14.588  C27 1.534, H39 1.061, H49 1.084, H93 1.118
33 C 5.203 12.741 -16.155  C26 1.578, H37 1.103, H53 1.123, H77 1.063
34 H 7.242 11.881 -12.419  O7 0.978
35 H -0.095 13.775 -12.363  O8 0.959
36 H 8.038 12.532 -10.423  C18 1.075
37 H 5.244 13.826 -16.348  C33 1.103
38 H 5.197 12.333 -9.596  C15 1.074
39 H 5.799 9.546 -14.197  C32 1.061
40 H 1.947 12.415 -13.532  O1 0.945
41 H 6.924 7.175 -11.025  C23 1.162
42 H 7.525 11.486 -15.117  O11 0.993
43 H -0.722 11.179 -17.567  C28 1.055
44 H 7.474 8.798 -11.046  C23 1.085
45 H 4.541 16.461 -14.926  C29 1.061
46 H 3.916 12.175 -12.386  C30 1.099
47 H 0.994 13.008 -8.378  N12 1.038
48 H 7.022 8.192 -9.515  C23 1.051
49 H 6.746 8.121 -14.273  C32 1.084
50 H 1.368 6.401 -10.750  C24 1.111
51 H -0.929 11.899 -11.248  C16 1.129
52 H 0.514 5.420 -11.897  C24 1.127
53 H 4.158 12.461 -16.455  C33 1.123
54 H 2.298 5.567 -12.005  C24 1.093
55 H 1.387 13.343 -10.714  N13 1.023
56 H -1.023 11.755 -13.101  C16 1.098
57 H 0.577 9.549 -16.830  C19 1.102
58 H 2.941 9.018 -17.091  C20 1.124
59 H 2.238 8.536 -11.380  O9 0.966
60 H 4.481 11.023 -13.656  C30 1.099
61 H 5.071 8.752 -11.721  C14 1.042
62 H 6.005 11.952 -18.065  C26 1.098
63 H 6.088 10.817 -16.685  C26 1.055
64 H 1.418 10.612 -11.567  C25 1.088
65 H 1.449 7.221 -13.773  C17 1.128
66 H 4.593 7.910 -10.386  C14 1.069
67 H 2.898 10.197 -15.724  C20 1.091
68 H 3.242 10.605 -12.581  C30 1.056
69 H 5.712 10.495 -10.529  O6 0.957
70 H 5.640 16.598 -13.684  C29 1.080
71 H -0.824 12.763 -18.084  C28 1.057
72 H 0.693 9.431 -15.176  C19 1.029
73 H 0.744 7.973 -15.984  C19 1.088
74 H 2.428 13.204 -7.366  N12 1.055
75 H 6.302 13.354 -8.745  C15 1.074
76 H 2.655 14.540 -11.119  N13 1.039
77 H 5.369 12.505 -15.132  C33 1.063
78 H 6.436 11.673 -8.836  C15 1.057
79 H 4.973 14.993 -11.678  O3 0.937
80 H 8.228 9.642 -13.003  C27 1.148
81 H 1.673 12.157 -15.358  O4 1.006
82 H -0.013 9.788 -11.766  C25 1.047
83 H -0.570 11.937 -15.153  C22 1.067
84 H -1.918 12.238 -16.953  C28 1.052
85 H 3.863 17.159 -13.442  C29 1.137
86 H 3.087 14.847 -13.776  C31 1.082
87 H 0.353 7.798 -12.460  C17 1.097
88 H 6.955 13.770 -11.070  C18 1.102
89 H 7.684 13.120 -16.770  O5 0.924
90 H -0.385 13.549 -15.629  C22 1.099
91 H 8.805 9.470 -14.642  C27 1.060
92 H 3.147 8.498 -14.307  O2 0.915
93 H 6.620 9.126 -15.703  C32 1.118
94 H 0.722 10.275 -13.160  C25 1.071
95 H 4.684 14.184 -13.886  C31 1.088

Here are the Löwdin charges for atoms 1 to 8, given in e: -0.137 -0.043 -0.097 -0.068 -0.077 -0.070 -0.100 -0.120